This record from the OMol25 dataset describes a structure of composition C60H59CdClN8O3PS2 in a non-equilibrium geometry. The level of theory is the ωB97M-V functional and the def2-TZVPD basis.

XYZ file:
```
135
Properties=species:S:1:pos:R:3:forces:R:3:mulliken_charge:R:1
Cd 0.493261 -0.083382 0.000088 0.50 0.47 1.10 6.761
O -0.763478 -2.050491 -3.435151 0.08 -0.20 -0.23 -0.830
C -0.246617 -1.747824 -2.361033 -0.26 -0.07 -0.06 -0.126
N -0.630050 -0.781439 -1.540882 -0.92 -0.20 -0.74 -0.552
C -1.689579 0.092405 -1.978582 -0.23 -0.26 -0.13 -0.417
C -1.194442 1.483320 -2.259176 -0.10 0.17 -0.22 0.455
C -1.839186 2.294806 -3.191716 0.07 0.00 0.11 -1.003
C -1.359252 3.566966 -3.431576 0.19 -0.04 0.13 -0.672
C -0.236204 3.992639 -2.733454 0.04 -0.13 -0.06 -1.213
C 0.331172 3.128195 -1.812548 0.16 0.28 -0.21 -0.626
N -0.137659 1.910585 -1.567225 0.07 -0.18 -0.07 1.009
C 0.944430 -2.549321 -1.874975 0.27 -0.40 -0.32 0.354
C 1.393816 -3.614796 -2.655252 -0.11 0.12 0.03 -0.477
C 2.519702 -4.314377 -2.259254 -0.02 0.14 0.16 -0.967
C 3.154188 -3.931535 -1.085698 -0.10 0.06 0.01 -1.060
C 2.628403 -2.871159 -0.363194 0.26 -0.19 0.08 -0.679
N 1.556435 -2.193719 -0.746568 -0.09 0.00 -0.24 0.805
H -2.171514 -0.321588 -2.871753 -0.04 0.13 0.15 0.820
H -2.422009 0.162823 -1.162491 -0.05 -0.04 -0.24 -1.153
H -2.697442 1.914446 -3.723796 -0.08 -0.07 -0.06 0.575
H -1.837084 4.214450 -4.154113 -0.02 0.00 -0.02 0.464
H 0.180620 4.973987 -2.898217 0.10 0.07 0.02 0.584
H 1.207150 3.426923 -1.243379 0.01 0.04 0.01 0.550
H 0.849841 -3.849143 -3.558465 0.00 0.02 -0.04 0.634
H 2.904690 -5.134223 -2.849331 -0.03 -0.04 -0.03 0.488
H 4.040661 -4.436890 -0.738312 0.09 -0.06 0.08 0.565
H 3.095527 -2.546622 0.561395 0.03 -0.01 -0.01 0.419
Cl 2.009060 1.362821 1.901227 0.55 -0.29 0.61 -0.206
C 1.475473 2.930097 2.397977 -0.52 0.64 0.05 0.716
C 2.382281 3.815157 2.958631 0.12 -0.11 -0.02 -0.523
C 1.934876 5.049533 3.395973 0.02 -0.12 -0.10 -0.809
C 0.593618 5.377532 3.282807 -0.07 0.03 0.01 -1.000
C -0.294951 4.488027 2.711558 0.18 0.02 0.06 -0.515
C 0.134232 3.251525 2.237248 0.21 -0.19 -0.32 -0.487
P -1.026444 2.011321 1.512339 -0.35 0.29 0.70 1.471
C -1.751837 1.650059 3.161068 -0.09 -0.21 -0.20 1.373
C -1.182387 0.592247 3.862508 -0.08 0.07 -0.10 -0.689
C -1.572320 0.320973 5.161030 0.08 0.01 0.09 -0.363
C -2.536763 1.103847 5.774631 0.02 -0.02 0.04 -0.824
C -3.113931 2.151746 5.074607 -0.03 0.07 0.15 -0.728
C -2.720625 2.432367 3.777530 -0.04 -0.09 -0.10 -0.756
C -2.216672 3.147059 0.724956 0.11 -0.14 -0.20 0.159
C -3.561074 2.802840 0.629071 -0.02 -0.06 0.08 -0.895
C -4.437793 3.600018 -0.083726 -0.12 0.06 -0.04 -0.742
C -3.983542 4.745659 -0.717240 -0.01 0.03 0.02 -1.056
C -2.645523 5.093090 -0.631005 -0.11 0.09 -0.01 -0.871
C -1.768368 4.298398 0.081070 -0.01 -0.10 0.10 -0.621
H 3.420183 3.539281 3.050763 0.13 -0.06 0.03 0.563
H 2.633015 5.752912 3.819611 0.10 0.05 0.09 0.435
H 0.237122 6.331249 3.637308 -0.03 0.12 0.05 0.477
H -1.335188 4.759947 2.624366 -0.08 0.02 0.00 0.387
H -0.436627 -0.023785 3.382866 0.02 -0.05 -0.01 -0.010
H -1.123029 -0.505893 5.689176 0.05 -0.09 0.10 0.484
H -2.835224 0.894332 6.791765 -0.05 0.00 0.05 0.410
H -3.864505 2.769043 5.545662 -0.08 0.04 0.06 0.494
H -3.179189 3.257284 3.250951 -0.02 0.06 -0.05 0.309
H -3.913626 1.907571 1.120480 -0.05 -0.07 0.00 0.664
H -5.482722 3.331841 -0.143705 -0.09 -0.05 0.01 0.551
H -4.671631 5.371014 -1.265279 -0.07 0.05 -0.07 0.419
H -2.283976 5.986994 -1.118195 0.03 0.06 -0.05 0.464
H -0.726543 4.577424 0.144859 -0.02 0.06 -0.03 0.554
O 2.581615 0.423249 -0.902130 -0.66 -0.47 -0.04 -2.071
S 3.710801 1.334344 -0.581728 1.78 0.49 -0.92 -0.314
C 3.972029 2.278597 -2.105113 -0.26 -0.07 0.28 0.703
C 3.316239 1.871761 -3.251618 -0.08 -0.23 0.07 0.019
C 3.392854 2.652903 -4.391515 0.03 0.01 0.00 -0.751
C 4.110617 3.837996 -4.366867 -0.02 0.02 -0.05 -0.581
C 4.760226 4.241265 -3.209845 0.04 0.02 -0.01 -0.650
C 4.694525 3.459420 -2.068601 0.02 -0.05 0.11 -0.437
C 5.172405 0.264404 -0.662658 -0.25 0.25 0.31 0.550
C 5.192562 -0.818635 -1.520949 -0.12 -0.01 -0.15 -0.190
C 6.270242 -1.686785 -1.488444 -0.03 0.02 -0.01 -0.714
C 7.301974 -1.483730 -0.583601 0.00 0.02 0.07 -0.569
C 7.268039 -0.400119 0.279815 0.11 -0.02 0.02 -0.650
C 6.202690 0.483061 0.236880 -0.15 0.12 0.00 -0.500
H 2.739917 0.957913 -3.230045 -0.12 -0.04 -0.04 0.199
H 2.879982 2.341647 -5.288944 -0.03 -0.02 -0.08 0.480
H 4.158173 4.454978 -5.251297 0.01 0.06 -0.07 0.421
H 5.302903 5.174572 -3.194593 0.08 0.04 0.01 0.428
H 5.197259 3.764299 -1.162234 0.02 0.09 0.12 0.442
H 4.363997 -0.983166 -2.193799 -0.09 -0.06 -0.08 0.357
H 6.300142 -2.528417 -2.163238 -0.01 -0.09 -0.06 0.479
H 8.125991 -2.179899 -0.537798 0.07 -0.04 -0.03 0.416
H 8.058995 -0.250766 1.000302 0.07 0.02 0.00 0.417
H 6.163418 1.332067 0.902612 0.00 0.08 0.15 0.429
C -4.575730 -1.073176 3.613474 0.25 -0.13 0.20 -1.501
N -5.420998 -0.547004 2.568475 0.04 -0.04 -0.30 0.268
C -6.321604 0.496023 3.018627 -0.25 0.09 0.03 -1.061
C -4.915786 -0.533928 1.300799 -0.12 -0.11 -0.02 -0.868
S -3.290544 -0.792907 1.017908 0.37 -0.13 -0.15 0.455
N -5.790561 -0.331895 0.288880 0.07 0.11 0.29 0.470
C -5.295755 -0.143709 -1.056233 0.22 0.12 -0.16 -0.943
C -7.165419 -0.776306 0.375053 -0.37 -0.03 0.08 -1.318
H -5.190586 -1.263296 4.490301 -0.07 0.00 0.08 0.361
H -3.772701 -0.376426 3.870891 -0.07 -0.07 0.02 0.801
H -4.128606 -2.005486 3.273021 0.00 0.03 0.14 0.387
H -5.769666 1.247168 3.593897 0.04 -0.03 0.01 0.220
H -7.093015 0.068180 3.660300 -0.06 0.07 -0.01 0.364
H -6.790360 0.993459 2.176026 -0.05 0.01 -0.02 0.364
H -4.540262 0.641933 -1.054576 -0.03 -0.06 -0.12 0.055
H -6.125143 0.159013 -1.693122 -0.03 0.01 0.02 0.446
H -4.844889 -1.059517 -1.448624 0.00 0.02 -0.03 0.319
H -7.368315 -1.190251 1.357847 -0.02 0.02 -0.01 0.435
H -7.336527 -1.563181 -0.362899 -0.01 0.03 -0.04 0.429
H -7.856072 0.047976 0.177329 -0.03 -0.08 0.02 0.340
C -4.269307 -7.391263 -4.694860 0.02 -0.05 0.00 -1.454
C -3.653759 -6.816306 -3.456836 -0.03 0.00 0.01 0.837
C -2.590444 -5.924112 -3.503678 -0.08 -0.06 0.07 -1.076
C -2.025139 -5.426948 -2.342792 -0.01 0.00 0.19 -0.169
C -2.527516 -5.805733 -1.102148 -0.20 -0.17 -0.23 0.842
N -1.925176 -5.272925 0.057164 0.15 0.35 -0.12 0.188
C -2.193171 -5.634747 1.333317 0.27 0.13 0.21 0.288
O -2.983987 -6.473779 1.698487 -0.22 -0.21 -0.05 -0.702
N -1.421533 -5.022941 2.331171 -0.20 -0.35 0.46 0.042
C -0.549911 -3.962480 2.398938 0.52 0.47 -0.02 -0.300
C 0.440328 -4.007765 3.391216 -0.10 0.18 -0.28 -0.793
C 1.315064 -2.952357 3.520883 -0.14 0.03 -0.06 -1.599
C 1.175139 -1.866660 2.671336 0.21 0.01 0.19 -0.495
N 0.224282 -1.791627 1.744839 0.37 0.26 0.23 0.929
C -0.615219 -2.809279 1.602642 -0.30 -0.35 -0.01 -0.919
C -3.598839 -6.690836 -1.044148 -0.10 -0.06 0.21 -0.509
C -4.142091 -7.187288 -2.211017 0.14 0.13 -0.14 -0.823
H -3.961458 -6.847003 -5.582659 0.00 0.03 -0.11 0.353
H -5.354967 -7.365220 -4.623400 -0.07 0.00 -0.09 0.361
H -3.973111 -8.433693 -4.811322 0.00 -0.06 -0.09 0.307
H -2.197560 -5.606925 -4.457890 0.06 0.05 -0.12 0.372
H -1.195717 -4.736083 -2.408402 0.06 0.13 0.01 0.176
H -1.183076 -4.610418 -0.114641 -0.03 -0.09 0.10 -0.227
H -1.475344 -5.579332 3.177154 -0.12 0.11 -0.23 0.244
H 0.507812 -4.871908 4.036189 0.03 -0.09 0.05 0.497
H 2.091959 -2.959533 4.269537 0.06 0.00 0.04 0.564
H 1.843704 -1.021723 2.762336 0.00 -0.01 0.02 0.439
H -1.390723 -2.679081 0.860012 -0.07 -0.07 -0.08 1.211
H -4.002502 -6.993977 -0.093571 0.03 0.01 -0.01 0.528
H -4.966000 -7.883421 -2.148927 -0.11 -0.06 0.01 0.407
```
Positions in Å, forces in eV/Å.

Values from the calculation:
HOMO-LUMO gap, eV: 7.90
Charge: +1
E_LUMO, hartree: -0.0618
E_HOMO, hartree: -0.3522

=====

This record from the OMol25 dataset describes a structure of composition C60H60N4P2Pd in a non-equilibrium geometry. The level of theory is the ωB97M-V functional and the def2-TZVPD basis.

XYZ file:
```
127
Properties=species:S:1:pos:R:3:forces:R:3:mulliken_charge:R:1
C 5.224044 1.307370 1.091159 0.00 0.01 0.69 -0.388
C 5.336227 1.025333 -0.338212 0.27 -0.71 -3.48 0.390
N 6.496700 1.193065 -1.022071 -0.19 0.17 0.71 -0.929
C 6.225611 0.901828 -2.319139 -2.25 -0.39 0.60 0.669
C 7.262825 0.918475 -3.371948 0.44 0.02 -0.24 -1.176
C 4.847585 0.548183 -2.408998 2.02 0.41 0.46 -0.736
N 4.311550 0.586632 -1.152288 0.00 0.64 0.65 0.157
H 4.174040 1.326307 1.386725 0.10 0.01 0.13 -0.114
H 5.761639 0.546694 1.668383 -0.13 0.09 0.20 0.218
H 5.675819 2.278600 1.315461 -0.06 -0.08 0.09 0.246
H 6.819973 0.779635 -4.369192 0.13 0.04 0.24 0.273
H 7.814199 1.872339 -3.351683 -0.07 -0.30 -0.10 0.287
H 7.984249 0.102812 -3.194054 -0.08 0.29 -0.19 0.234
H 4.317912 0.307805 -3.324915 -0.23 -0.16 0.25 0.107
C 1.416127 -3.959557 6.387189 -0.05 0.12 -0.17 -0.979
N 1.434420 -2.561186 5.969480 -0.34 -0.13 0.62 0.123
C 1.821960 -1.654727 7.035005 0.22 0.10 -0.22 -1.098
C 1.514361 -2.179840 4.653226 -0.33 0.10 -0.67 1.224
C 2.143654 -0.966943 4.268551 0.05 -0.22 -0.10 -0.577
C 2.276670 -0.632881 2.928338 -0.43 -0.73 0.18 0.140
C 1.731225 -1.461124 1.917461 0.53 0.20 0.65 -0.579
C 1.785814 -1.098516 0.526701 -1.75 0.21 -0.11 -0.606
C 1.783007 0.220324 0.143644 0.04 0.99 -0.84 1.356
C 1.320927 0.820700 -1.099193 2.35 -1.48 -0.42 -2.194
C 1.439901 0.151922 -2.401745 0.06 0.62 0.72 2.039
C 1.312166 0.911412 -3.579045 -0.17 -0.10 -0.04 -0.981
C 1.453739 0.342565 -4.826944 -0.08 -0.26 -0.30 -0.997
C 1.592209 -1.067993 -4.975805 0.12 0.68 0.28 0.556
N 1.571896 -1.677047 -6.198717 -0.07 -0.04 -0.31 0.346
C 1.360146 -3.109861 -6.316778 0.13 -0.14 0.35 -1.191
C 1.656942 -0.938251 -7.453431 -0.06 0.24 0.26 -1.229
C 1.836449 -1.798782 -3.788535 0.13 -0.38 -0.13 -0.741
C 1.872697 -1.176711 -2.558649 -0.14 -0.29 -0.22 -0.574
Pd -0.658147 0.762753 -0.265971 1.00 -0.73 0.38 0.624
P -1.103067 1.778699 1.713401 0.62 0.37 0.07 0.777
C -2.130787 3.204674 1.190953 -0.45 0.18 0.46 1.017
C -3.429208 3.432685 1.682336 0.29 0.32 -0.17 -0.376
C -4.150165 4.547722 1.251931 0.17 0.03 -0.25 -0.902
C -3.613545 5.404901 0.286895 0.03 -0.08 0.06 -0.571
C -2.359665 5.135159 -0.266501 0.04 -0.19 0.25 -0.877
C -1.622205 4.039290 0.181960 -0.27 0.04 0.13 -0.517
C -2.000159 0.885672 3.004497 -0.01 0.06 0.69 1.199
C -2.537436 1.594835 4.094999 -0.15 -0.48 0.02 -0.382
C -3.235557 0.915364 5.092148 0.10 -0.06 -0.02 -0.910
C -3.376612 -0.473826 5.023183 -0.02 -0.02 -0.19 -0.870
C -2.788720 -1.186429 3.975654 0.15 0.04 0.08 -0.597
C -2.065577 -0.518462 2.987938 -0.09 0.57 0.05 -1.132
C 0.377411 2.414279 2.591833 -0.06 0.48 0.83 1.412
C 0.644035 2.113922 3.942863 0.02 0.23 -0.33 -0.374
C 1.820778 2.555219 4.545945 0.16 0.11 -0.11 -0.602
C 2.763286 3.280603 3.815748 -0.05 -0.11 0.01 -0.879
C 2.500123 3.597254 2.483217 -0.19 0.13 -0.09 -0.744
C 1.309440 3.187099 1.883001 0.03 -0.02 0.28 -0.308
P -2.303206 -0.425033 -1.236518 0.25 -0.11 -0.68 1.276
C -2.178371 -2.236655 -1.071399 -0.53 -0.53 0.02 -0.097
C -3.202364 -3.020141 -0.504943 0.39 0.01 -0.37 -0.682
C -3.042226 -4.402156 -0.390116 0.22 0.01 -0.07 -0.686
C -1.866278 -5.015027 -0.830256 0.01 0.09 0.06 -0.922
C -0.841539 -4.242454 -1.386326 -0.20 0.16 0.00 -0.567
C -0.997873 -2.861924 -1.504530 -0.14 0.01 0.09 0.243
C -4.016383 0.013196 -0.791729 -0.42 0.24 -0.15 0.787
C -4.887016 0.651586 -1.691572 0.01 -0.27 0.32 -0.824
C -6.163650 1.034483 -1.273069 0.08 -0.06 0.22 -0.653
C -6.571184 0.810298 0.045101 0.14 0.04 -0.02 -0.833
C -5.694934 0.215134 0.957821 0.01 -0.01 -0.28 -0.703
C -4.430089 -0.182581 0.535178 0.05 0.02 -0.09 -0.173
C -2.121191 -0.054197 -3.013103 -0.53 -0.50 -0.51 0.361
C -2.096199 -1.059372 -3.994759 -0.21 0.49 -0.06 -0.442
C -1.994605 -0.708236 -5.342199 0.01 0.16 0.05 -0.588
C -1.934442 0.635623 -5.716612 0.07 -0.09 0.04 -0.613
C -1.936165 1.634669 -4.741878 -0.14 -0.14 0.14 -0.682
C -2.021813 1.293359 -3.393740 0.01 -0.21 -0.18 -0.633
C 0.992246 -2.598375 2.300463 0.50 0.04 0.29 -0.403
C 0.887583 -2.957857 3.634159 0.30 0.24 0.02 -1.165
H 1.191580 -4.612130 5.536892 0.13 0.14 0.36 0.316
H 2.397344 -4.235214 6.806365 -0.15 -0.05 -0.16 0.323
H 0.666648 -4.119803 7.177790 0.12 0.06 -0.29 0.298
H 1.424406 -0.643941 6.864634 0.08 -0.33 0.03 0.301
H 1.428627 -2.027465 7.987929 0.03 0.07 -0.25 0.334
H 2.918357 -1.596709 7.117595 -0.10 0.12 0.11 0.361
H 2.560659 -0.299919 5.025098 -0.04 -0.29 -0.29 0.545
H 2.830367 0.256766 2.654388 -0.05 -0.03 0.09 0.236
H 1.499842 -1.901953 -0.159243 -0.09 0.45 0.32 0.072
H 2.202055 0.949912 0.844710 -0.66 -0.30 -0.11 -0.336
H 1.528521 1.897216 -1.131312 -0.54 -0.11 -0.05 0.759
H 1.102555 1.978083 -3.482998 0.09 -0.25 -0.13 0.401
H 1.428881 0.967841 -5.714876 -0.20 -0.05 0.22 0.383
H 0.621157 -3.450966 -5.573561 0.19 0.09 -0.27 0.366
H 0.985506 -3.344214 -7.319267 0.04 0.10 0.25 0.433
H 2.291371 -3.679613 -6.159594 -0.21 0.09 -0.05 0.308
H 2.286852 -0.042224 -7.334605 -0.21 -0.41 -0.09 0.359
H 2.108873 -1.585692 -8.214203 -0.05 0.20 0.20 0.451
H 0.661541 -0.625066 -7.812364 0.23 -0.02 0.07 0.328
H 2.086983 -2.862723 -3.861299 0.07 0.48 0.06 0.490
H 2.300255 -1.724508 -1.724479 -0.22 0.16 -0.31 0.837
H -3.876510 2.758995 2.412341 0.16 0.21 -0.22 0.494
H -5.131102 4.753861 1.679490 0.19 -0.09 -0.16 0.436
H -4.170403 6.283630 -0.041036 0.11 -0.27 0.09 0.366
H -1.938283 5.781648 -1.034854 -0.15 -0.11 0.15 0.453
H -0.649448 3.817947 -0.261941 -0.28 0.09 0.10 0.104
H -2.384578 2.673103 4.176419 -0.13 -0.30 -0.09 0.610
H -3.658008 1.468687 5.931038 0.09 -0.15 -0.20 0.428
H -3.940367 -1.008783 5.790542 0.18 0.19 -0.21 0.432
H -2.876012 -2.271179 3.920991 0.03 0.23 0.12 0.500
H -1.541227 -1.069504 2.202345 -0.26 0.15 0.12 0.244
H -0.075100 1.551942 4.536935 0.23 0.06 -0.20 0.159
H 2.005638 2.343103 5.600642 -0.06 -0.01 -0.28 0.454
H 3.700411 3.600059 4.279353 -0.35 -0.10 -0.15 0.370
H 3.210499 4.190418 1.906602 -0.14 -0.21 0.16 0.470
H 1.086697 3.494407 0.860867 0.22 -0.21 0.18 0.025
H -4.136146 -2.555908 -0.195176 0.21 -0.13 -0.05 0.444
H -3.848653 -5.005195 0.027077 0.21 0.14 -0.08 0.421
H -1.744252 -6.096071 -0.744210 -0.06 0.31 -0.02 0.369
H 0.073946 -4.712139 -1.748736 -0.23 0.09 0.12 0.501
H -0.219255 -2.252917 -1.971558 -0.21 -0.23 0.20 0.187
H -4.564258 0.833838 -2.715752 -0.15 -0.05 0.22 0.330
H -6.844960 1.510137 -1.978465 0.18 -0.11 0.17 0.435
H -7.568313 1.109113 0.370311 0.26 -0.05 -0.12 0.384
H -5.992188 0.054595 1.994820 0.04 0.04 -0.27 0.458
H -3.748408 -0.656655 1.242652 -0.23 0.19 -0.19 0.270
H -2.216602 -2.105330 -3.711614 0.11 0.27 -0.08 0.478
H -1.989798 -1.488541 -6.103787 0.00 0.19 0.16 0.404
H -1.883720 0.909419 -6.771694 0.01 -0.09 0.28 0.412
H -1.888761 2.684607 -5.027284 0.02 -0.23 0.02 0.432
H -2.024963 2.071175 -2.625233 0.01 -0.18 -0.18 0.462
H 0.496524 -3.180083 1.520278 0.11 0.02 0.25 0.374
H 0.314016 -3.840386 3.905053 0.07 0.20 -0.06 0.269
```
Positions in Å, forces in eV/Å.

Values from the calculation:
HOMO-LUMO gap, eV: 3.30
E_LUMO, hartree: -0.0653
E_HOMO, hartree: -0.1865

=====

Values of energy relative to the best compared isomer or geometry (same formula, charge and spin), in order: 1.1280, 0.0000, all in eV.